No. 1
This record from OMol25 describes a molecular structure, CH7NP2 at a distorted geometry. The level of theory is the ωB97M-V functional and the def2-TZVPD basis.

```
11
CH7NP2 | OMol25 | the ωB97M-V functional and the def2-TZVPD basis
C -1.388 -0.444 -0.583
N 0.763 0.183 1.199
P 2.406 -0.354 -0.265
P -0.435 0.969 0.289
H -2.126 0.239 -1.114
H -1.793 -1.038 0.301
H -0.674 -0.965 -1.118
H 1.280 0.709 1.886
H 2.126 0.625 -1.133
H 1.278 -0.907 -0.929
H -1.437 0.983 1.467
```

Results
Frontier orbital gap in eV: 7.6
Relative energy (zero: lowest compared OMol25 entry of this formula, charge and spin) in kJ/mol: 219.78
Net charge: 0
Energy in eV: -21215.168

Atomic partial charges in e from the natural (NBO) method, atoms 1 to 6:
1 C -0.909
2 N -1.124
3 P 0.425
4 P 0.702
5 H 0.237
6 H 0.236

---

No. 2
This record from OMol25 describes a single C17H19N5O4 molecule at a distorted geometry. The level of theory is the ωB97M-V functional and the def2-TZVPD basis.

```
45
C17H19N5O4 | OMol25 | the ωB97M-V functional and the def2-TZVPD basis
C 1.303 -2.662 -3.488
C 2.140 -1.512 -4.016
O 1.866 -0.350 -3.224
C 2.836 0.547 -3.080
O 3.931 0.463 -3.567
C 2.371 1.722 -2.221
C 3.546 2.395 -1.507
C 3.125 3.691 -0.829
N 1.315 1.315 -1.310
C 1.547 0.327 -0.420
N 0.712 -0.156 0.436
C -0.511 0.422 0.386
C -0.882 1.446 -0.498
N -2.177 1.753 -0.245
N -2.597 1.017 0.694
N -1.623 0.182 1.120
C -1.846 -0.731 2.158
C -0.840 -1.591 2.572
C -1.110 -2.476 3.605
C -2.350 -2.502 4.208
C -3.361 -1.633 3.786
O -4.544 -1.733 4.439
C -5.599 -0.881 4.056
C -3.104 -0.742 2.752
C 0.057 1.969 -1.453
O -0.094 2.829 -2.286
H 1.479 -3.547 -4.092
H 1.565 -2.880 -2.455
H 0.248 -2.406 -3.532
H 3.212 -1.729 -3.961
H 1.882 -1.281 -5.055
H 1.899 2.451 -2.898
H 4.312 2.591 -2.258
H 3.973 1.710 -0.770
H 2.694 4.379 -1.552
H 2.384 3.502 -0.055
H 3.985 4.169 -0.367
H 2.540 -0.102 -0.426
H 0.126 -1.563 2.096
H -0.339 -3.152 3.940
H -2.567 -3.187 5.012
H -5.336 0.171 4.197
H -6.433 -1.136 4.709
H -5.890 -1.047 3.015
H -3.843 -0.050 2.386
```

Results
Frontier orbital gap in eV: 8.9
SMILES: CCOC(=O)[C@H](CC)n1cnc2c(nnn2-c2cccc(OC)c2)c1=O
Relative energy (zero: lowest compared OMol25 entry of this formula, charge and spin) in kJ/mol: 0.00
Net charge: 0
Energy in eV: -33577.679

Atomic partial charges in e from the natural (NBO) method, atoms 1 to 6:
1 C -0.624
2 C -0.076
3 O -0.513
4 C 0.794
5 O -0.586
6 C -0.168

---

No. 3
This record from OMol25 describes 6 unconnected molecules or ions with the total composition C36H54ClF15NO15S2 at a distorted geometry. The level of theory is the ωB97M-V functional and the def2-TZVPD basis.

```
124
C36H54ClF15NO15S2 | OMol25 | the ωB97M-V functional and the def2-TZVPD basis
C -0.095 -4.756 3.842
C 1.478 -4.790 3.544
Cl 2.369 -4.065 4.982
C 1.870 -3.995 2.175
C 2.131 -5.117 1.055
C 0.650 -5.635 0.606
C 0.779 -6.119 -0.924
C 0.139 -7.516 -1.389
C -0.558 -8.360 -0.225
O 0.540 -8.975 0.543
C 2.328 -5.826 -1.220
N 2.715 -4.699 -0.269
S 2.126 -3.150 -0.876
C 3.448 -2.410 -2.002
C 3.615 -0.884 -1.478
O 4.495 -0.665 -0.626
O 2.707 0.052 -2.007
C 3.270 1.389 -2.078
C 1.993 2.396 -2.128
C 2.428 3.938 -2.248
O 1.229 2.109 -0.932
C -0.073 2.670 -0.959
O -0.554 3.043 0.145
C -1.014 2.823 -2.238
S -2.739 2.348 -1.679
H -0.274 -5.356 4.812
H -0.735 -5.155 2.972
H -0.496 -3.697 4.066
H 1.771 -5.889 3.375
H 1.054 -3.250 1.899
H 2.868 -3.473 2.364
H 2.865 -5.918 1.430
H -0.054 -4.734 0.752
H 0.326 -6.370 1.415
H 0.223 -5.334 -1.546
H -0.613 -7.288 -2.222
H 0.972 -8.143 -1.883
H -1.218 -9.191 -0.655
H -1.147 -7.732 0.523
H 0.434 -8.746 1.488
H 2.657 -5.662 -2.310
H 2.845 -6.729 -0.733
H 3.754 -4.811 -0.264
H 4.432 -2.979 -1.919
H 2.995 -2.398 -3.046
H 3.872 1.706 -1.167
H 3.839 1.593 -3.062
H 1.455 2.136 -3.109
H 1.444 4.539 -2.322
H 2.975 4.156 -3.241
H 2.978 4.339 -1.335
H -0.978 3.925 -2.548
H -0.660 2.126 -3.073
H -3.471 2.322 -2.857
C -7.240 -0.854 -6.551
C -5.822 -1.389 -6.567
O -4.891 -0.349 -6.909
C -4.516 0.462 -5.901
O -4.910 0.364 -4.769
C -3.494 1.483 -6.392
F -3.835 2.034 -7.574
F -2.274 0.932 -6.569
F -3.327 2.506 -5.533
H -7.480 -0.374 -7.504
H -7.954 -1.660 -6.372
H -7.368 -0.099 -5.773
H -5.729 -2.159 -7.336
H -5.555 -1.853 -5.613
C -0.398 1.354 3.692
C -1.050 1.419 5.059
O -0.845 0.191 5.778
C 0.340 0.067 6.411
O 1.204 0.902 6.400
C 0.404 -1.256 7.171
F -0.056 -2.296 6.441
F -0.338 -1.226 8.298
F 1.652 -1.583 7.546
H -0.752 0.480 3.139
H -0.621 2.253 3.114
H 0.687 1.259 3.778
H -2.130 1.539 4.945
H -0.690 2.274 5.638
C -2.982 0.013 8.513
C -3.712 1.338 8.417
O -5.064 1.142 7.975
C -5.950 0.784 8.927
O -5.672 0.625 10.086
C -7.350 0.658 8.332
F -7.354 -0.006 7.156
F -7.902 1.866 8.090
F -8.200 0.003 9.141
H -3.038 -0.526 7.564
H -1.935 0.169 8.770
H -3.433 -0.631 9.272
H -3.226 1.971 7.671
H -3.687 1.882 9.365
C 5.378 1.943 1.408
C 6.037 2.305 2.725
O 6.848 3.480 2.579
C 6.195 4.659 2.644
O 5.008 4.767 2.807
C 7.178 5.820 2.525
F 8.084 5.631 1.543
F 7.879 6.001 3.663
F 6.569 6.989 2.260
H 6.128 1.840 0.619
H 4.827 1.005 1.497
H 4.684 2.724 1.088
H 6.705 1.498 3.035
H 5.300 2.436 3.522
C -2.426 4.717 -9.451
C -1.582 4.488 -8.213
O -0.250 4.987 -8.409
C -0.080 6.311 -8.215
O -0.959 7.068 -7.900
C 1.385 6.694 -8.407
F 1.930 6.122 -9.500
F 2.144 6.312 -7.357
F 1.560 8.019 -8.545
H -1.942 4.285 -10.331
H -3.414 4.266 -9.334
H -2.553 5.783 -9.650
H -1.492 3.417 -8.023
H -2.039 4.935 -7.326
```

Results
Frontier orbital gap in eV: 7.9
Net charge: +1
Energy in eV: -145356.080

Atomic partial charges in e from the Mulliken method, atoms 1 to 6:
1 C -1.018
2 C 0.151
3 Cl -0.149
4 C -0.734
5 C -0.697
6 C -0.431

---

No. 4
This record from OMol25 describes a gas-phase ion, CH2IO3S (charge -1) at a distorted geometry. The level of theory is the ωB97M-V functional and the def2-TZVPD basis.

```
8
CH2IO3S | OMol25 | the ωB97M-V functional and the def2-TZVPD basis
C 0.117 -0.335 0.293
O -2.951 -2.531 0.677
O -1.583 -1.855 -1.250
O -0.694 -1.353 1.147
S -1.619 -2.545 0.061
I 2.193 -0.855 0.185
H -0.301 -0.384 -0.706
H 0.043 0.623 0.789
```

Results
Multiplicity: 3
Frontier orbital gap (alpha / beta) in eV: 4.4 / 3.9
Relative energy (zero: lowest compared OMol25 entry of this formula, charge and spin) in kJ/mol: 87.76
⟨S²⟩: 2.008
Net charge: -1
Energy in eV: -26144.147

Atomic partial charges in e from the natural (NBO) method, atoms 1 to 6:
1 C -0.472
2 O -0.993
3 O -1.028
4 O -0.796
5 S 1.688
6 I 0.174

---

No. 5
This record from OMol25 describes 2 unconnected molecules or ions with the total composition C23H41N5O3P at a distorted geometry. The level of theory is the ωB97M-V functional and the def2-TZVPD basis.

```
73
C23H41N5O3P | OMol25 | the ωB97M-V functional and the def2-TZVPD basis
C -3.254 -3.695 1.099
C -1.901 -3.265 0.432
C -1.604 -4.009 -0.906
C -1.757 -3.112 -2.173
C -3.189 -2.535 -2.378
C -3.181 -1.103 -3.037
C -3.175 -0.096 -1.848
C -3.109 1.394 -2.312
C -3.403 2.414 -1.146
C -2.599 1.937 0.101
C -2.370 3.020 1.187
C -1.135 3.942 0.908
C 0.084 3.670 1.900
C 1.284 3.316 1.033
N 1.435 2.160 0.416
N 0.622 1.007 0.403
C 0.472 0.551 1.568
O 0.289 -0.076 2.524
C 2.613 2.095 -0.362
C 3.100 0.955 -1.239
C 3.134 -0.457 -0.529
N 2.202 -1.395 -1.171
C 3.154 3.326 -0.117
N 2.357 4.101 0.741
P 2.775 5.754 1.271
O 1.422 6.562 1.757
O 3.710 5.602 2.614
H -3.506 -2.961 1.891
H -4.061 -3.735 0.346
H -3.183 -4.682 1.587
H -1.119 -3.563 1.162
H -1.854 -2.161 0.358
H -2.189 -4.948 -0.981
H -0.542 -4.331 -0.864
H -1.505 -3.766 -3.034
H -0.981 -2.317 -2.130
H -3.742 -3.260 -3.009
H -3.723 -2.492 -1.410
H -2.273 -1.018 -3.659
H -4.100 -1.043 -3.644
H -4.051 -0.249 -1.191
H -2.246 -0.331 -1.285
H -2.063 1.557 -2.652
H -3.796 1.579 -3.157
H -4.487 2.512 -0.957
H -2.963 3.381 -1.472
H -3.173 1.107 0.564
H -1.661 1.483 -0.268
H -2.143 2.479 2.131
H -3.291 3.614 1.323
H -0.793 3.927 -0.143
H -1.464 4.980 1.120
H -0.142 2.855 2.608
H 0.259 4.590 2.475
H 4.050 1.225 -1.734
H 2.361 0.874 -2.065
H 4.154 -0.865 -0.443
H 2.764 -0.307 0.501
H 2.419 -1.523 -2.154
H 1.239 -1.092 -1.072
H 4.079 3.731 -0.534
H 0.962 6.886 0.965
H 3.698 6.436 3.116
N 3.410 -3.670 0.910
C 4.131 -2.902 1.777
C 4.861 -3.736 2.582
C 4.571 -5.066 2.179
C 3.674 -4.991 1.143
H 2.780 -3.314 0.206
H 4.061 -1.828 1.748
H 5.529 -3.428 3.371
H 4.974 -5.972 2.600
H 3.204 -5.762 0.555
```

Results
Frontier orbital gap in eV: 6.7
Net charge: +1
Energy in eV: -47390.684

Atomic partial charges in e from the Mulliken method, atoms 1 to 6:
1 C -1.373
2 C 0.209
3 C -0.822
4 C -0.172
5 C -0.397
6 C -1.032